(1)
Entry from the Open Molecules 2025 dataset: the ion C5H9N2 with charge +1 in a non-equilibrium geometry (wB97M-V/def2-TZVPD).

Structure (XYZ):
```
16
Properties=species:S:1:pos:R:3:forces:R:3
N 1.507 -0.818 -0.010 -0.9200 -0.3945 -1.1677
N -1.097 0.126 0.757 1.0647 0.1412 0.6691
C -1.016 0.951 -0.357 -0.4367 0.3100 -0.9368
C 1.133 -0.511 1.186 1.2766 0.2252 -0.2902
C -2.136 -0.425 1.169 -3.0030 0.0542 -1.5082
C 1.233 0.057 -1.133 0.1931 0.1358 -3.1313
C 0.072 0.974 -1.120 0.1357 -0.1376 0.4608
H 1.271 -1.324 1.901 -0.4625 0.6359 0.2855
H -1.869 1.615 -0.609 0.6141 -0.4770 0.4741
H 1.145 0.558 1.377 -0.5086 -0.3504 0.5597
H -2.259 -0.765 2.176 0.4236 -0.6908 0.4392
H 1.756 -1.766 -0.268 -0.1481 -0.1170 0.3038
H 2.112 0.621 -1.430 0.4448 0.1823 0.5200
H 1.046 -0.439 -2.193 0.4740 -0.3001 2.4449
H 0.184 1.638 -1.954 -0.4807 0.4840 -0.1778
H -3.083 -0.492 0.507 1.3331 0.2988 1.0549
```
Forces are in eV/Å.

The calculation puts the total energy at -8301.752 eV. As for the net charge: +1. The spin multiplicity is 1. For the HOMO energy, the calculation gives -13.264 eV. The SMILES is C=N/C=C\C[NH+]=C. For the HOMO-LUMO gap, the calculation gives 8.87 eV. For the energy above the lowest of the compared OMol25 structures with the same formula, charge and spin, the calculation gives 91.8 kcal/mol.


(2)
Entry from the Open Molecules 2025 dataset: a structure of composition C34H48N4O6S4ScSiTe in a non-equilibrium geometry (wB97M-V/def2-TZVPD).

Structure (XYZ):
```
99
Properties=species:S:1:pos:R:3:forces:R:3
Te -1.435 -0.474 3.387 -0.7245 -0.1739 0.6889
Sc 1.269 0.459 0.308 -0.3185 1.1482 0.4095
S -3.389 -2.274 5.401 0.0801 -0.1991 -0.1604
S 3.572 1.048 2.845 -0.3553 0.2274 0.3451
S 0.825 2.268 -1.497 0.0311 -0.2883 -0.0323
S -0.074 2.390 1.585 -0.0765 0.4620 -0.5088
Si -1.007 1.394 -1.909 -0.0867 0.0941 0.2919
O -0.974 -0.021 -1.012 0.2706 -0.0137 -0.1439
O -2.326 2.183 -1.384 0.0393 0.0576 -0.0523
O 1.337 -5.050 0.747 -0.0735 -0.0818 0.0619
O 2.852 1.041 1.510 0.2720 -0.0069 -0.6449
O -1.305 1.149 -3.514 0.1113 0.0357 -0.0163
O 1.072 -0.999 1.785 0.7789 -0.3099 -0.7435
N 2.037 -1.455 -0.543 -0.0200 -0.3343 0.3548
N 1.706 -2.530 0.193 -0.0707 -0.6459 0.0860
N -1.098 3.071 4.130 0.0694 0.1398 -0.0248
N 3.342 0.598 -1.532 -0.0134 -0.1047 0.0499
C 1.312 -2.198 1.431 -0.0202 0.1558 -0.1194
C -2.358 -2.269 4.012 -0.0366 0.1607 0.0270
C -2.939 3.414 -1.765 -0.1524 0.0572 -0.0902
C 0.879 -5.266 4.332 0.0125 0.0658 -0.1122
C 1.180 -4.644 2.022 0.0110 0.1350 0.0193
C 2.650 -1.657 -1.645 -0.0074 0.0317 -0.1807
C 4.610 1.662 -3.256 0.0101 -0.0771 -0.0609
C -4.037 3.087 -2.776 0.0842 -0.0166 0.0434
C -1.926 4.374 -2.383 0.1085 -0.1883 0.0971
C 2.134 2.376 4.731 0.1402 0.0552 0.0187
C -1.407 0.391 -5.746 -0.0087 -0.0053 0.0605
C -1.586 -2.180 -0.154 0.2710 0.1100 -0.0363
C 3.327 -0.525 -2.258 0.1381 0.2856 -0.1863
C 2.319 0.970 4.176 -0.1138 -0.0030 -0.0919
C -2.322 -3.530 3.474 -0.0188 -0.0906 0.0683
C 1.188 -3.284 2.401 -0.0024 -0.1454 0.0561
C -3.209 -0.289 -0.001 0.1886 0.3348 -0.1477
C -2.115 -0.936 -0.847 -0.4361 -0.4050 0.1809
C 1.080 -2.955 3.756 0.1100 -0.0043 0.0003
C 0.451 -0.353 -4.252 -0.0771 0.0153 0.1169
C -3.524 4.005 -0.489 0.0759 -0.0138 -0.0047
C -0.469 0.806 -4.618 0.0686 -0.0280 -0.1187
C 0.357 2.020 -5.038 -0.0801 -0.0158 0.0739
C 3.957 -0.616 -3.496 -0.1016 -0.1742 -0.0170
C -0.687 2.722 3.105 -0.0607 -0.1971 0.2743
C 1.006 -5.619 2.999 -0.0126 -0.1336 0.0569
C -3.104 -4.490 4.183 0.0227 0.0226 -0.0693
C -2.695 -1.329 -2.204 0.2833 0.2817 -0.0707
C -3.748 -3.955 5.255 -0.0430 0.1501 0.1819
C 3.483 3.076 4.591 -0.1319 -0.0677 0.0385
C 3.969 1.656 -2.029 -0.0162 0.1708 0.2054
C 3.910 2.816 3.156 0.1611 -0.0943 -0.0081
C 0.926 -3.932 4.719 0.0814 0.0152 0.0685
C 4.598 0.495 -4.006 0.0134 0.0199 0.0060
H 1.522 -4.241 0.214 0.0231 0.0168 -0.0554
H -1.537 3.956 -3.316 -0.0059 0.0740 -0.0303
H 1.089 -0.058 -3.419 0.0155 -0.0003 -0.0239
H -0.725 -2.578 -0.697 -0.0577 -0.0448 -0.0377
H 5.080 0.458 -4.975 0.0010 -0.0209 0.0001
H -3.561 -1.971 -2.042 0.0183 -0.0276 0.0200
H 3.278 3.345 2.439 -0.0437 -0.0596 -0.0099
H -4.250 3.316 -0.057 0.0137 0.0013 0.0181
H -4.514 4.001 -3.136 -0.0241 -0.0161 0.0008
H -2.364 -2.944 -0.125 -0.0113 0.0142 0.0399
H -3.894 -1.056 0.362 0.0417 -0.0219 0.0361
H -4.793 2.449 -2.315 -0.0019 0.0035 -0.0058
H -1.086 4.514 -1.702 -0.0280 0.0740 0.0103
H -2.087 1.208 -5.988 0.0025 -0.0020 0.0031
H 1.381 2.906 4.153 0.0136 0.0019 0.0367
H -2.726 4.161 0.238 -0.0211 -0.0023 0.0160
H 0.955 2.366 -4.196 0.0542 0.0077 -0.0395
H 0.981 -6.656 2.690 0.0081 0.0112 -0.0205
H 3.914 -1.549 -4.044 0.0152 0.0217 -0.0296
H -3.176 -5.533 3.900 -0.0121 0.0101 0.0067
H 4.961 3.016 2.954 -0.0097 -0.0177 -0.0582
H -2.766 0.222 0.852 -0.0532 -0.1225 0.1019
H -1.998 -0.475 -5.441 -0.0063 0.0044 -0.0111
H 0.755 -6.043 5.077 -0.0426 0.0030 -0.0050
H 2.714 0.281 4.925 0.0443 -0.0546 -0.0710
H 3.946 2.547 -1.412 -0.0420 0.0078 -0.0289
H -1.294 -1.942 0.872 -0.0544 -0.0107 0.0146
H -2.392 5.339 -2.587 -0.0121 -0.0138 -0.0357
H 0.839 -3.656 5.761 -0.0498 0.0031 -0.0098
H -3.014 -0.444 -2.757 -0.0701 -0.0609 -0.0395
H -1.957 -1.868 -2.804 -0.0416 -0.0301 -0.0126
H -0.136 -1.221 -3.948 0.0241 -0.0112 -0.0158
H 1.786 2.346 5.763 -0.0330 -0.0518 -0.0150
H -0.302 2.832 -5.353 0.0085 -0.0072 -0.0185
H 4.214 2.650 5.285 0.0200 0.0707 0.0210
H 1.135 -1.912 4.032 -0.1900 0.0083 -0.0152
H -4.014 4.959 -0.696 -0.0136 -0.0118 -0.0015
H 3.401 4.145 4.787 0.0882 0.0043 -0.0130
H 2.743 -2.659 -2.052 0.1235 -0.0459 0.0700
H 1.405 0.542 3.744 0.0533 -0.0811 0.0345
H -0.833 0.132 -6.638 -0.0241 -0.0049 -0.0106
H -3.757 0.448 -0.587 -0.0792 -0.0689 -0.0050
H -3.598 2.551 -3.619 -0.0396 0.0310 -0.0336
H 1.080 -0.626 -5.103 0.0097 -0.0015 0.0090
H -1.732 -3.779 2.601 0.0084 0.0392 0.0027
H 5.095 2.557 -3.619 0.0086 0.0158 0.0455
H -4.401 -4.438 5.965 0.0195 -0.0753 -0.0542
H 1.019 1.757 -5.867 -0.0227 0.0275 -0.0208
```
Forces are in eV/Å.

The calculation puts the total energy at -133505.239 eV. As for the net charge: -1. The spin multiplicity is 1. For the HOMO energy, the calculation gives -2.714 eV. For the HOMO-LUMO gap, the calculation gives 3.81 eV. For the energy above the lowest of the compared OMol25 structures with the same formula, charge and spin, the calculation gives 27.3 kcal/mol.


(3)
Entry from the Open Molecules 2025 dataset: a structure of composition C57H71FN10O5SSc (wB97M-V/def2-TZVPD).

Structure (XYZ):
```
146
Properties=species:S:1:pos:R:3:forces:R:3
Sc 1.214 -0.496 -0.553 -0.4976 -0.4922 -0.1096
S 3.154 -1.048 -2.498 -0.6474 0.2462 0.0394
F -5.118 1.407 1.510 0.0166 0.0374 0.0487
O 2.267 0.861 0.448 0.0369 0.2813 -0.0887
O -0.310 0.302 0.940 0.0165 -0.3633 -0.0005
O -2.218 -1.619 1.954 -0.0989 0.1185 -0.0831
O 2.351 -2.038 0.828 -0.5179 0.1528 -0.0469
O 3.082 2.778 1.256 0.0452 -0.0467 -0.0003
N -2.276 -2.741 -2.787 -0.0553 0.0057 -0.0281
N -1.851 -0.514 -2.733 -0.0001 0.0015 -0.0931
N -7.017 5.799 3.487 0.0501 0.0086 -0.0268
N 2.644 1.994 -2.192 0.2388 0.2985 -0.0519
N 5.562 0.029 -1.909 0.1704 -0.0269 -0.0145
N -0.411 -1.994 -1.573 0.4187 0.1618 0.2576
N 4.482 -0.748 -0.183 0.4436 0.2952 -0.3973
N -5.245 3.609 3.216 -0.1598 -0.0952 0.0415
N -0.394 3.631 3.241 0.0957 -0.0996 0.0430
N 4.303 3.126 -3.650 0.1119 -0.1206 0.0058
C -1.572 1.988 1.950 0.0225 -0.0154 0.1293
C -3.916 -3.354 -6.598 0.0027 -0.0147 -0.0070
C 3.065 -2.711 1.766 0.1614 -0.0283 0.0927
C -1.867 3.123 -2.767 0.0185 -0.0195 0.0324
C -2.820 3.619 3.227 -0.0691 0.0932 0.0431
C -0.307 1.406 1.517 0.1382 0.0486 -0.0032
C 4.024 -4.523 0.088 -0.0841 0.1589 -0.1104
C 0.268 -4.182 -2.488 0.0800 -0.0018 0.0318
C 0.684 -1.449 3.396 -0.0473 0.0137 0.0446
C -0.339 4.580 4.327 -0.0503 0.1132 -0.0789
C -2.163 1.806 -3.060 -0.0483 -0.0204 -0.0199
C -6.842 5.108 2.158 0.0115 -0.1459 -0.1311
C -0.805 -5.417 -0.208 -0.0022 -0.0018 0.0085
C -1.594 3.077 2.826 -0.0303 -0.0080 -0.0369
C 3.967 -3.766 1.410 0.0773 -0.1114 -0.0029
C -5.412 4.249 4.493 -0.0212 -0.0197 -0.0977
C -5.762 5.721 4.317 0.1339 -0.0586 0.0921
C -3.789 -3.898 -4.239 -0.0457 -0.0188 0.0362
C -4.019 3.077 2.792 0.1074 0.0531 -0.0121
C -0.282 1.021 -1.642 0.5646 -0.0963 0.0280
C 4.605 -3.776 -1.107 -0.0956 -0.0776 0.0399
C 0.856 2.204 1.773 -0.0514 -0.0568 -0.2314
C -0.815 3.417 -1.909 -0.0472 0.0107 0.0018
C 4.847 -4.287 2.359 -0.0212 0.0181 -0.0107
C -0.764 -4.034 -0.302 0.0411 -0.0123 0.0577
C 0.648 4.328 5.424 0.1019 -0.0200 0.0201
C -2.392 -2.156 -5.177 0.0549 -0.0098 0.0034
C 4.379 2.664 -5.034 -0.0943 0.0422 0.0265
C 2.747 0.042 3.636 -0.1073 0.0068 0.0647
C 5.696 -0.212 0.413 -0.0538 -0.0126 -0.1048
C 2.192 1.960 1.110 -0.0637 0.0105 0.1215
C 6.337 0.535 -0.775 -0.0194 0.0170 0.0297
C 3.037 -2.374 3.155 -0.0201 -0.0179 0.0181
C 5.091 4.244 -3.148 -0.0800 0.0332 0.0194
C 0.208 -5.567 -2.376 0.0001 -0.0046 -0.0048
C 0.808 -3.555 -3.745 -0.0320 -0.0449 0.0215
C -2.815 -2.903 -4.079 -0.0413 0.0647 0.0047
C -2.950 -2.377 -6.427 -0.0316 -0.0108 0.0026
C -0.240 -3.418 -1.433 -0.0032 0.0300 0.0409
C 4.873 -3.880 3.675 -0.0081 0.0296 0.0037
C -3.300 1.484 -4.000 0.0492 0.0283 0.0544
C 0.759 3.244 2.635 -0.1207 0.0977 0.0686
C 2.138 -1.346 3.818 -0.0005 0.0650 -0.1954
C -1.437 -1.728 -2.338 -0.1154 0.0602 -0.0881
C -3.961 1.977 1.921 -0.0499 -0.0676 -0.0432
C 3.934 -2.949 4.055 0.0191 -0.0318 -0.0379
C 3.408 2.554 -2.853 0.0865 -0.0407 -0.0841
C -1.380 0.793 -2.462 -0.0525 -0.0383 0.0854
C -4.235 -4.719 -3.059 0.0089 0.0207 -0.0763
C -6.438 3.659 2.404 0.0909 0.1341 0.0617
C -0.815 4.133 5.679 -0.0635 -0.0379 0.0694
C -0.053 2.387 -1.389 -0.0148 0.0360 0.0318
C 2.669 -5.115 -0.260 -0.0091 0.0374 0.0341
C 4.430 -0.572 -1.486 0.1229 0.1355 0.3311
C -0.331 -6.187 -1.259 0.0113 -0.0014 -0.0159
C -2.779 1.453 1.494 0.0316 -0.0233 -0.0626
C -4.318 -4.109 -5.505 0.0148 0.0111 0.0079
H -5.940 6.226 5.264 -0.0878 0.0052 -0.0164
H -0.373 -7.267 -1.208 0.0204 0.0073 0.0110
H -1.336 4.850 6.298 0.0302 0.0282 -0.0153
H 2.158 -1.564 4.888 0.0551 -0.0505 0.0152
H 0.583 -1.256 2.336 -0.0431 -0.0222 -0.0837
H 3.885 -2.636 5.092 -0.0089 0.0086 0.0002
H -1.620 -0.934 1.610 0.0725 -0.2360 0.0177
H -2.229 -3.585 -2.238 0.0537 0.0081 -0.0514
H 5.523 -5.073 2.043 0.0140 0.0102 -0.0248
H -2.712 -0.552 -3.252 -0.0046 -0.0170 0.0481
H 5.577 -4.299 4.382 -0.0213 -0.0077 0.0009
H -2.617 -1.786 -7.271 0.0240 -0.0104 0.0035
H 0.318 -2.459 3.601 -0.0191 0.0071 0.0027
H -7.297 6.771 3.351 -0.0055 -0.0094 -0.0028
H -6.060 5.642 1.621 -0.0024 0.0449 0.0232
H 7.395 0.309 -0.889 0.0105 -0.0189 0.0108
H 5.619 0.426 -2.829 -0.0939 0.0169 -0.0054
H -4.345 -3.539 -7.574 -0.0064 0.0161 0.0090
H 1.952 -4.318 -0.446 -0.0096 -0.0412 0.0044
H -4.982 6.241 3.762 -0.0327 0.0448 -0.0191
H 5.697 3.944 -2.292 0.0019 -0.0109 -0.0026
H 5.539 -3.268 -0.855 0.0064 -0.0091 0.0067
H -4.114 0.942 -3.504 -0.0038 -0.0050 -0.0176
H 2.824 0.271 2.579 0.0408 0.0172 -0.0247
H 3.483 2.932 -5.597 0.0029 0.0345 -0.0139
H 2.291 -5.733 0.557 -0.0032 -0.0224 -0.0093
H -1.635 -2.234 2.408 0.0243 0.0291 0.0855
H 4.455 5.077 -2.842 -0.0104 0.0137 -0.0235
H -1.173 3.115 5.765 0.0297 -0.0051 -0.0390
H 0.058 -0.740 3.949 0.0065 0.0084 -0.0214
H 2.747 -5.733 -1.156 -0.0270 -0.0210 -0.0158
H -0.517 5.609 4.039 -0.0138 -0.0007 -0.0164
H 0.592 -6.170 -3.192 -0.0062 -0.0018 0.0089
H -2.773 0.616 0.808 -0.0364 0.0347 0.0241
H -0.571 4.448 -1.675 0.0030 -0.0103 -0.0046
H -5.065 -4.884 -5.632 -0.0041 0.0063 0.0012
H -4.558 -4.081 -2.234 0.0049 -0.0130 0.0100
H 5.241 3.127 -5.508 0.0233 -0.0185 0.0073
H -7.774 5.335 3.996 -0.0240 0.0490 0.0079
H -3.724 2.403 -4.401 -0.0090 -0.0041 -0.0018
H 4.813 -4.485 -1.913 0.0140 -0.0002 0.0022
H 1.739 -4.040 -4.042 -0.0049 -0.0037 0.0046
H 4.492 1.580 -5.072 0.0071 0.0080 0.0091
H -2.454 3.915 -3.218 0.0068 -0.0063 -0.0117
H 1.645 3.818 2.873 0.0197 -0.0512 0.0419
H -6.228 3.758 5.046 0.0258 0.0002 0.0488
H 1.010 -2.495 -3.613 -0.0025 0.0194 -0.0142
H -4.515 4.158 5.099 0.0128 -0.0138 -0.0008
H 3.754 0.063 4.056 -0.0086 0.0167 0.0274
H 5.455 0.456 1.239 -0.0138 0.0306 0.0048
H 0.784 2.679 -0.772 0.0547 -0.0062 -0.0528
H 4.691 -5.366 0.275 0.0356 -0.0107 0.0538
H -2.820 4.502 3.851 -0.0018 -0.0277 0.0237
H 0.097 -3.667 -4.568 0.0071 0.0144 0.0007
H 1.262 3.440 5.342 -0.0308 -0.0069 -0.0026
H 2.152 0.817 4.133 -0.0148 0.0027 -0.0338
H -7.263 3.132 2.907 -0.0100 -0.0298 -0.0459
H -3.429 -5.359 -2.685 -0.0036 0.0026 0.0133
H -1.184 -3.407 0.475 0.0135 0.0062 0.0035
H -1.604 -1.423 -5.064 -0.0106 -0.0039 -0.0030
H -2.971 0.880 -4.850 -0.0230 -0.0113 -0.0007
H 3.699 -1.171 0.322 -0.1277 -0.2988 0.1690
H -7.779 5.180 1.608 -0.0350 0.0502 0.0651
H 1.150 5.179 5.858 -0.0391 0.0270 -0.0245
H 6.213 1.615 -0.669 -0.0244 0.0150 -0.0342
H 3.894 -3.049 -1.492 0.1289 -0.1853 0.0920
H 5.751 4.586 -3.940 0.0102 -0.0052 -0.0044
H -5.065 -5.366 -3.338 0.0096 -0.0144 0.0102
H -1.222 -5.888 0.673 0.0062 0.0082 -0.0001
H 6.324 -1.023 0.787 0.0047 -0.0300 -0.0170
H -6.288 3.180 1.444 0.0192 -0.0142 -0.0120
```
Forces are in eV/Å.

The calculation puts the total energy at -119651.309 eV. As for the net charge: +1. The spin multiplicity is 1. For the HOMO energy, the calculation gives -8.286 eV. For the HOMO-LUMO gap, the calculation gives 5.01 eV. For the energy above the lowest of the compared OMol25 structures with the same formula, charge and spin, the calculation gives 36.8 kcal/mol.


(4)
Entry from the Open Molecules 2025 dataset: a cluster of 2 separate species, C4H9NO in total (wB97M-V/def2-TZVPD).

Structure (XYZ):
```
15
Properties=species:S:1:pos:R:3:forces:R:3
O 0.818 -1.559 -2.684 -0.1598 -0.0919 -0.0546
N 1.414 0.623 -2.445 0.0719 0.2075 0.3275
C -0.299 0.392 1.470 0.1529 0.3085 0.2782
C 0.577 -0.445 -2.291 0.1021 0.2084 -0.1449
C 0.451 -0.576 0.980 -0.0901 -0.6464 -0.4197
C -1.702 0.195 1.976 -0.1007 0.0288 -0.0948
H 0.124 1.387 1.565 0.0389 0.0106 0.1174
H -1.752 -0.674 2.627 0.0116 -0.0690 0.0873
H 2.334 0.432 -2.812 0.0348 -0.0818 0.0667
H -2.067 1.056 2.537 0.0745 -0.0265 -0.0608
H 1.357 1.348 -1.740 -0.0686 -0.0344 -0.3177
H -2.398 0.010 1.161 -0.1036 0.0601 -0.1310
H 0.023 -1.558 0.783 0.0487 -0.0204 0.2810
H -0.370 -0.144 -1.815 -0.0039 -0.2143 0.0944
H 1.489 -0.489 0.688 -0.0087 0.3608 -0.0292
```
Forces are in eV/Å.

The calculation puts the total energy at -7830.911 eV. The spin multiplicity is 1. For the HOMO energy, the calculation gives -9.792 eV. The SMILES is C=CC.NC=O. For the HOMO-LUMO gap, the calculation gives 10.68 eV. For the energy above the lowest of the compared OMol25 structures with the same formula, charge and spin, the calculation gives 32.5 kcal/mol.